DFT (ωB97M-V/def2-TZVPD) results for a 13-piece molecular cluster, C38H105N3O26 overall in a non-equilibrium geometry.

Calculated values
* E_tot: -98790.239 eV
* frontier orbital gap (alpha / beta): 7.900 / 2.574 eV
* charge: +1
* expectation value of S²: 0.755
* HOMO level (alpha / beta): -10.6 / -10.6 eV
* spin multiplicity: 2

Last column: Mulliken charge in e.
Cartesian coordinates (Å):
C -1.6571 -2.3561 0.8799  0.174
O -1.8726 -1.2227 1.7041  -0.238
C -2.0047 -0.0037 0.9573  -0.235
C -0.8187 0.8890 1.4606  0.472
N 0.5159 0.4191 1.1911  1.069
C 0.8275 0.5149 -0.2309  0.581
C 1.0114 1.8195 -0.8314  -0.847
O 1.5281 1.5987 -2.0903  0.101
C 2.2667 2.6559 -2.5687  -0.948
H -0.7719 -2.2765 0.2489  -0.121
H -2.5554 -2.5334 0.2885  0.285
H -1.5370 -3.2051 1.5529  -0.190
H -2.9732 0.4198 1.2234  0.460
H -2.2064 -0.1801 -0.0993  -0.338
H -0.9341 1.0436 2.5334  -0.082
H -0.9111 1.9339 1.1642  -0.762
H 0.4932 -0.5740 1.3739  0.049
H 0.0407 0.0743 -0.8432  -0.282
H 1.6129 -0.1934 -0.4948  -0.169
H 1.7034 2.3867 -0.2088  0.377
H 0.1068 2.4261 -0.7872  0.077
H 1.9174 3.6727 -2.3891  0.342
H 2.1274 2.5970 -3.6481  0.311
H 3.3106 2.5924 -2.2616  0.267
C 7.7766 -2.3324 -1.1409  -0.875
O 6.4977 -1.9724 -1.6697  -0.297
C 5.4706 -2.2832 -0.7163  -1.286
C 4.1534 -1.7103 -1.4139  0.516
N 3.6471 -2.7561 -2.2981  -0.456
C 2.4258 -2.3051 -3.0433  0.558
C 1.9563 -3.3015 -4.0967  -0.991
O 2.6715 -3.1278 -5.3102  -0.314
C 2.2164 -3.8360 -6.4224  -0.750
H 7.8538 -1.8456 -0.1687  0.357
H 8.6202 -2.0291 -1.7609  0.254
H 7.9458 -3.4068 -1.0684  0.340
H 5.6660 -1.7264 0.2002  0.518
H 5.3867 -3.3273 -0.4149  0.518
H 4.4415 -0.8255 -1.9815  0.579
H 3.4763 -1.3308 -0.6487  -0.492
H 4.4044 -2.8145 -2.9638  0.349
H 2.5403 -1.3098 -3.4725  0.174
H 1.6114 -2.3818 -2.3228  -0.194
H 0.9185 -2.9992 -4.2369  0.366
H 1.9696 -4.3734 -3.8993  0.430
H 1.6725 -4.7549 -6.2032  0.341
H 3.1908 -4.0758 -6.8479  0.255
H 1.5881 -3.2498 -7.0930  0.220
C -0.6035 1.1201 -6.3110  -0.677
O -1.3294 2.2356 -5.8941  -0.437
C -1.2602 2.3892 -4.3939  -0.276
C -2.3589 3.3422 -3.9889  -1.100
N -3.7059 2.8420 -4.2260  0.478
C -4.8221 3.7888 -4.3130  -0.716
C -6.1721 3.1385 -4.4194  -0.581
O -6.4197 2.8358 -5.7820  -0.362
C -7.2137 1.7321 -5.9669  -0.667
H -0.5236 1.2039 -7.3948  0.284
H -1.0874 0.1980 -5.9891  0.269
H 0.4145 1.1160 -5.9212  0.282
H -0.3167 2.9072 -4.2215  0.367
H -1.2627 1.5314 -3.7215  0.353
H -1.9716 4.2290 -4.4906  0.441
H -2.1335 3.6249 -2.9607  0.461
H -3.8603 2.2904 -5.0579  0.436
H -4.6972 4.6380 -4.9848  0.414
H -4.8402 4.2939 -3.3472  0.451
H -6.8794 3.9413 -4.2111  0.352
H -6.3582 2.2031 -3.8916  0.364
H -8.2262 1.9312 -5.6159  0.316
H -6.6877 0.8563 -5.5869  0.277
H -7.3092 1.4765 -7.0222  0.256
C 0.0665 -7.2421 2.1582  0.050
C -1.4056 -6.9473 1.8327  -0.656
O -1.9165 -5.8180 2.5883  -0.333
O 0.2299 -8.6006 2.2066  -0.555
H 0.3959 -6.8290 3.1116  0.345
H 0.6238 -6.8137 1.3251  -0.118
H -2.0602 -7.8181 1.7958  0.393
H -1.3716 -6.7281 0.7655  0.329
H -2.7755 -5.4585 2.3551  0.210
H 0.7747 -8.7009 2.9906  0.387
C 1.8396 1.3419 4.4777  0.544
C 2.3942 2.0505 5.6620  -0.900
O 3.7523 2.2833 5.4639  -0.611
O 2.2112 1.9786 3.3093  -0.590
H 0.7806 1.3249 4.7354  0.031
H 2.2851 0.3485 4.5301  0.180
H 2.1144 1.5695 6.5993  0.392
H 1.9402 3.0359 5.7666  0.313
H 3.7069 2.7107 4.6054  0.351
H 1.8278 1.4387 2.6142  0.052
C 2.0088 -3.6871 0.7972  -0.201
C 2.1898 -4.1991 2.1634  0.279
O 3.4083 -4.9040 2.2670  -0.629
O 1.6723 -2.2854 0.7556  -0.239
H 1.3182 -4.3328 0.2547  0.334
H 2.8910 -3.8209 0.1711  0.279
H 1.3535 -4.7586 2.5826  -0.201
H 2.2340 -3.4389 2.9433  -0.067
H 3.3776 -5.7550 1.8236  0.340
H 1.3477 -2.1273 -0.1339  -0.480
C 6.6527 1.4639 -1.2314  -0.222
C 7.9167 1.8464 -1.9016  -0.523
O 8.3522 0.8798 -2.8863  -0.556
O 5.7379 1.1397 -2.2614  -0.440
H 6.2262 2.2426 -0.5990  0.371
H 6.8224 0.7228 -0.4503  0.038
H 8.7817 1.9620 -1.2485  0.469
H 7.8066 2.8050 -2.4086  0.231
H 9.3117 0.9028 -2.8670  0.311
H 6.1532 0.5082 -2.8533  0.324
C -4.9542 2.3989 3.4071  -0.553
C -3.9514 1.2551 3.8264  0.371
O -4.0380 1.0468 5.2259  -0.594
O -6.2182 1.8877 2.9407  -0.560
H -4.5543 2.9150 2.5343  0.158
H -5.1115 3.0694 4.2519  0.415
H -2.8813 1.4328 3.7194  -0.124
H -4.2889 0.3095 3.4020  0.345
H -4.9489 0.8376 5.4450  0.312
H -6.5782 1.4960 3.7398  0.333
C 0.1344 6.4979 -3.1534  0.134
C 0.4065 7.1406 -1.7516  -0.651
O 1.2984 6.4353 -0.9776  -0.463
O 1.3519 6.1431 -3.7214  -0.528
H -0.2321 7.3876 -3.6653  0.356
H -0.7920 5.9379 -3.2807  -0.083
H -0.5840 7.2117 -1.3022  0.335
H 0.7937 8.1532 -1.8650  0.394
H 0.8412 5.9321 -0.2998  0.250
H 1.9990 6.5519 -3.1420  0.343
C 0.7316 -2.0321 5.8122  -1.042
C -0.3884 -1.3792 4.9400  0.438
O -1.3956 -2.1938 4.2420  -0.301
O 1.5160 -1.2605 6.5789  -0.480
H 1.2177 -2.8156 5.2310  0.352
H 0.2092 -2.5581 6.6113  0.542
H 0.1949 -0.8652 4.1761  -0.304
H -0.8059 -0.5948 5.5713  0.353
H -1.6189 -1.6742 3.4663  0.098
H 2.2880 -1.7794 6.8162  0.368
C -2.4605 -5.1207 5.8054  -0.471
C -3.8088 -4.5651 5.3324  -0.432
O -3.6919 -3.6900 4.1545  -0.525
O -1.5214 -4.2895 6.4730  -0.582
H -1.9952 -5.5116 4.9006  0.144
H -2.6448 -5.9882 6.4390  0.424
H -4.5145 -4.1534 6.0539  0.289
H -4.3047 -5.4557 4.9462  0.363
H -2.8156 -3.2984 4.1758  0.621
H -1.4530 -3.5252 5.8962  0.301
C -3.8392 -0.2019 -2.6530  0.166
C -4.8217 -0.2387 -1.4772  -0.531
O -6.1850 0.0754 -1.8772  -0.576
O -2.9711 -1.3887 -2.4828  -0.493
H -3.1654 0.6463 -2.7739  -0.367
H -4.4328 -0.2584 -3.5654  0.610
H -4.4532 0.6334 -0.9370  0.255
H -4.7776 -1.1185 -0.8352  0.401
H -6.5619 0.2140 -1.0052  0.351
H -2.7213 -1.4812 -3.4051  0.229
C -0.3508 5.8007 2.1039  -0.637
C -0.9239 4.9812 3.3006  -0.297
O -1.7769 4.0716 2.6689  -0.426
O 0.4572 4.9428 1.3536  -0.375
H 0.2930 6.5736 2.5238  0.395
H -1.0803 6.2777 1.4494  0.302
H -1.5073 5.7502 3.8070  0.355
H -0.1721 4.4576 3.8911  0.188
H -1.3692 3.6774 1.8943  0.234
H 1.2573 4.7175 1.8338  0.184

Forces on the atoms, in the same order (eV/Å):
C -0.5 -0.6 0.4
O 0.2 0.3 -0.8
C 0.0 0.4 1.4
C -1.2 0.8 0.0
N 0.0 0.1 -0.6
C -1.0 -2.8 0.0
C 1.2 1.5 1.4
O -1.1 -0.4 -0.1
C 0.6 1.0 -1.8
H -0.1 0.2 0.0
H 0.1 -0.1 -0.3
H 0.1 0.0 0.0
H 0.0 0.5 0.6
H 1.1 -0.3 -0.3
H -0.2 -0.7 0.3
H -0.1 0.0 -0.8
H 0.5 -0.3 0.5
H -0.8 -0.4 -0.1
H 0.7 0.7 0.4
H 0.5 0.3 0.1
H -0.5 0.1 -0.5
H -0.5 0.0 0.8
H 0.8 -0.1 -0.3
H 0.1 -0.1 -0.2
C 0.0 0.1 -0.1
O 0.6 -1.1 0.4
C -1.2 2.1 -1.1
C 1.6 -0.7 1.0
N -1.1 0.7 -0.5
C 1.1 -2.1 0.9
C -0.1 0.8 -1.2
O -0.1 0.9 1.2
C 0.9 -0.3 -0.2
H 0.4 -0.2 0.2
H -0.5 0.6 -0.3
H -0.6 -0.3 0.4
H 0.1 0.2 0.2
H 0.1 -0.3 -0.5
H 0.2 0.1 0.1
H -0.4 -0.6 0.0
H 0.0 -0.5 -0.5
H -0.3 0.2 -0.1
H -0.1 0.7 0.3
H -0.5 -0.2 -0.4
H 0.1 0.0 0.9
H 0.0 -0.2 0.3
H -0.5 -0.4 -1.0
H 0.1 0.3 -0.1
C 0.7 -0.4 -0.5
O -1.0 0.4 3.3
C 0.3 0.4 -1.8
C 1.4 -1.2 0.4
N 0.1 3.5 -2.3
C -0.1 -0.3 3.3
C -0.9 0.1 -2.1
O 1.7 1.2 -0.6
C -0.7 -1.2 -0.9
H -0.2 -0.3 0.0
H -0.1 -0.2 -0.2
H 0.1 0.1 0.2
H 0.1 0.0 0.3
H 0.0 -0.8 -0.8
H -1.6 0.8 -0.8
H -0.8 -0.1 0.5
H 0.8 -1.6 -0.2
H 0.5 -0.4 -0.8
H 0.2 0.3 0.3
H -0.2 -0.2 0.9
H 0.4 0.3 0.9
H 0.0 -0.5 0.5
H -0.6 -0.3 0.8
H 0.1 0.6 -0.2
C -1.4 1.3 0.0
C -0.7 1.3 -1.0
O 1.3 -0.7 0.1
O 0.8 -1.7 0.5
H -0.3 0.6 -0.1
H 0.5 0.2 0.1
H 0.1 -0.3 1.1
H -0.3 0.7 -0.3
H -0.2 -0.4 -0.4
H 0.0 -0.9 -0.2
C -0.1 -0.9 2.0
C -0.5 1.3 0.4
O 0.8 -0.2 0.4
O -0.3 0.8 -0.6
H -0.5 -0.3 -0.8
H -0.3 -0.4 -0.2
H 0.6 -0.5 -0.1
H -0.6 0.4 -0.2
H 0.8 0.1 -0.3
H -0.1 -0.1 -0.9
C 0.0 0.5 -1.8
C 0.3 -0.2 2.0
O 0.5 -0.3 0.4
O -0.5 -0.7 0.3
H -0.9 0.3 0.0
H 0.6 0.0 0.5
H -0.2 -0.5 -0.6
H 0.4 0.7 -0.5
H -0.2 0.0 -0.1
H 0.1 0.1 -0.2
C -0.2 -0.4 0.2
C 2.1 0.8 -0.5
O -0.6 -0.1 0.4
O -0.7 0.1 0.6
H 0.0 0.6 -0.6
H -0.1 -1.0 -0.5
H -0.3 0.2 0.7
H -0.3 0.1 -0.1
H -0.1 -0.1 -0.2
H 0.3 -0.3 0.0
C 1.0 -0.9 -1.2
C -1.3 0.3 1.0
O 0.0 0.1 0.8
O 0.7 -0.1 0.8
H 0.1 0.3 0.2
H 0.2 0.1 -0.1
H -0.2 0.3 -0.8
H 0.3 0.1 -0.9
H 0.0 -0.2 0.2
H -0.7 -0.2 -0.2
C 0.1 3.5 0.7
C -1.7 -0.5 -0.7
O 0.8 -0.4 0.4
O -0.2 -1.2 -0.5
H -0.1 0.5 -0.5
H 0.7 -1.6 0.4
H -0.1 0.3 0.4
H 0.0 0.0 -0.3
H 0.1 -0.4 0.3
H 0.5 -0.3 -0.1
C -4.0 -4.2 -0.1
C 1.5 1.3 -0.5
O 1.9 0.2 2.0
O 2.3 3.2 0.2
H 0.5 0.2 -0.3
H -0.8 -1.1 -0.5
H -0.3 0.2 -0.4
H -0.7 -0.1 -0.1
H -0.2 0.2 -0.5
H 0.1 0.2 0.1
C -0.2 -0.4 -0.2
C 0.3 -0.1 -1.3
O -0.5 -0.9 1.0
O -0.8 0.2 -0.1
H 0.0 -0.1 -0.2
H -0.1 0.1 0.2
H 0.5 0.4 0.3
H -0.1 -0.2 0.0
H 0.2 0.3 0.2
H 0.3 0.3 0.1
C -0.3 -2.6 0.4
C 0.3 2.3 -0.4
O 1.4 -0.4 0.2
O -1.0 1.6 -1.1
H -0.2 0.5 0.6
H 0.0 -0.3 -0.3
H -0.3 -0.1 1.0
H 0.2 -0.2 -0.5
H -0.8 0.2 -0.1
H 0.7 -0.9 0.0
C 1.5 0.1 2.5
C -0.4 1.6 -2.7
O -1.6 -1.1 0.6
O 0.2 -0.7 -1.8
H -0.1 0.5 0.0
H -0.3 -0.4 0.2
H -0.2 -0.6 0.8
H 0.2 0.4 0.2
H 0.5 0.2 0.1
H 0.1 0.0 0.2